80
Properties=species:S:1:pos:R:3 method="wB97M-V/def2-TZVPD" e_tot_ev=-75543.0881 relative_energy_ev=0.413 homo_lumo_gap_ha=0.238
H -0.35009 -5.26923 2.38329
C -0.76663 -4.55604 1.66676
H 0.05628 -4.14131 1.07959
C 2.29765 2.90521 2.47447
C -0.48315 3.89413 1.26547
C 2.10433 0.64138 1.68021
H -5.82884 -3.77375 -1.17400
H -6.03550 -2.29724 -0.22693
H -0.31477 -3.08735 4.62073
C -5.56279 -0.78106 2.59895
H -1.73529 7.35865 2.45484
C -0.59182 -2.37387 3.83984
H -3.02734 -4.73262 3.92643
H -2.05186 0.99831 3.27015
Sb -2.29178 -1.41699 0.82971
H -3.98321 -4.08051 2.58799
P 0.09862 2.22959 0.77481
C 3.95895 1.27266 3.07634
H -2.92737 -0.89777 -2.63605
H 0.65568 4.99472 -0.18974
H 0.19028 -2.21157 -1.47087
C 0.30979 -1.15468 -1.71236
O 1.57195 -1.60439 1.18394
H 4.87338 1.01228 3.59367
H -1.68258 -3.82922 -1.77276
H -3.16236 -4.38624 -2.56637
Si -3.67649 -2.57276 -0.97271
H -0.35834 -0.89867 -2.54480
H -1.37236 2.75738 -1.60178
H 1.60795 3.24686 -4.63538
H -5.31237 -3.72695 0.51597
H -4.50261 -0.46411 -1.96985
H 1.33882 -0.99318 -2.03500
C -0.49048 6.29616 1.06786
H -4.38434 -1.73812 -3.19477
H -2.54713 5.30321 3.56737
C 3.27393 0.30964 2.34682
H -3.57711 1.60402 3.94662
C 1.34330 3.07845 -3.59965
H -1.75031 3.09658 2.80507
C -5.37011 -3.14399 -0.40533
C -1.38722 6.38867 2.12348
C -1.39053 3.99699 2.32076
C -3.07546 0.72257 3.53696
C 2.00889 2.71522 -1.31134
C -0.32726 2.78870 -1.89411
H 2.79025 2.59459 -0.57072
H -6.10120 -1.21365 1.75476
C 1.32808 -0.44609 0.94933
H -5.35928 -1.58469 3.30884
H -4.97377 2.22121 1.34836
C -1.83995 5.23690 2.75051
C 2.33891 2.93712 -2.63738
H 3.38084 3.00043 -2.92533
H -3.02009 -0.03014 4.32705
C -3.23274 -3.83126 3.34069
H -6.22428 -0.05864 3.08704
Si -1.66206 -3.18729 2.55228
H -1.43589 -5.09511 0.99447
H -0.14204 7.19381 0.57338
H -0.76856 3.12702 -3.96461
H 3.97766 3.31204 3.74453
C -3.89296 -1.29985 -2.32172
C -2.73861 -4.05598 -1.61387
Si -3.98232 0.05099 2.04139
C 0.67012 2.62406 -0.92741
H -3.46856 1.88655 0.47188
H 0.32270 -1.99682 3.37715
C -0.03948 5.05634 0.63662
C 0.01179 3.00800 -3.22333
H -3.66425 -3.08622 4.01270
H 3.62895 -0.71145 2.28794
C -4.38821 1.43866 0.85770
H 1.90896 3.91539 2.52491
C 3.46027 2.56652 3.15445
H -4.96347 1.06807 0.00566
Pt -0.24565 0.12167 -0.18330
C 1.63663 1.95065 1.71053
H -1.11059 -1.53450 4.30745
H -2.80267 -4.88773 -0.90924